(1)
The following is a quantum chemistry calculation of a cluster of 2 separate species, H3N3O in total at a distorted geometry, from OMol25.

Each atom is followed by the atoms it is bonded to, with distances in Å.
Element x y z (Å)
1 O -2.17886 -1.22323 -0.05899  N4 1.135
2 N -1.88883 0.99285 -0.14526  N4 1.104
3 N 1.33313 0.04246 -0.09500  H5 0.963, H6 0.938, H7 0.988
4 N -1.98848 -0.10572 -0.11235  O1 1.135, N2 1.104
5 H 1.27399 -0.81881 0.33072  N3 0.963
6 H 2.17618 0.28732 -0.42473  N3 0.938
7 H 1.27287 0.82513 0.50560  N3 0.988

The LUMO energy comes out at 1.161 eV. Its multiplicity is 1. The value obtained for the HOMO energy is -10.29 eV. Its total energy is -241.22913 Ha. Its SMILES is N#[N+][O-].N. For the largest force on an atom, the calculation gives 4.7 eV/A. As for the gap between HOMO and LUMO: 0.4208 Eh.

Atomic partial charges in e from the natural (NBO) method, atoms 1 to 5:
1 O -0.3374
2 N -0.1087
3 N -1.0677
4 N 0.4457
5 H 0.3615


(2)
The following is a quantum chemistry calculation of a cluster of 2 separate species, H3N3O in total at a distorted geometry, from OMol25.

Each atom is followed by the atoms it is bonded to, with distances in Å.
Element x y z (Å)
1 O 0.85101 0.28181 0.13066  H5 0.974, H6 1.002
2 N -2.60829 0.04611 0.01651  N3 1.125, N4 1.181
3 N -3.28626 0.93923 -0.07504  N2 1.125
4 N -1.94431 -0.89985 0.26105  N2 1.181, H7 0.943
5 H -0.01308 0.20203 0.57246  O1 0.974
6 H 0.78771 0.05936 -0.84459  O1 1.002
7 H -1.53720 -1.49965 -0.34132  N4 0.943

The LUMO energy comes out at 0.776 eV. Its multiplicity is 1. The value obtained for the HOMO energy is -10.63 eV. Its total energy is -241.22451 Ha. For the largest force on an atom, the calculation gives 4.3 eV/A. As for the gap between HOMO and LUMO: 0.4190 Eh.

Atomic partial charges in e from the natural (NBO) method, atoms 1 to 5:
1 O -0.9576
2 N 0.2653
3 N -0.0780
4 N -0.5720
5 H 0.4805


(3)
The following is a quantum chemistry calculation of a cluster of 2 separate species, H3N3O in total at a distorted geometry, from OMol25.

Each atom is followed by the atoms it is bonded to, with distances in Å.
Element x y z (Å)
1 O 1.31276 -1.61395 -0.17806  N2 1.151
2 N 0.56147 -1.48997 -1.04184  O1 1.151, N4 1.105
3 N -0.42563 1.18013 0.49653  H5 1.014, H6 1.016, H7 1.014
4 N -0.14279 -1.37159 -1.88534  N2 1.105
5 H 0.50204 1.18706 0.90613  N3 1.014
6 H -0.82408 0.26431 0.68059  N3 1.016
7 H -0.98378 1.84401 1.02198  N3 1.014

The LUMO energy comes out at 1.063 eV. Its multiplicity is 1. The value obtained for the HOMO energy is -10.36 eV. Its total energy is -241.24684 Ha. Its SMILES is N#[N+][O-].N. For the largest force on an atom, the calculation gives 3.0 eV/A. As for the gap between HOMO and LUMO: 0.4196 Eh.

Atomic partial charges in e from the natural (NBO) method, atoms 1 to 5:
1 O -0.3486
2 N 0.4325
3 N -1.0706
4 N -0.0839
5 H 0.3594


(4)
The following is a quantum chemistry calculation of a cluster of 2 separate species, H3N3O2 in total at a distorted geometry, from OMol25.

Each atom is followed by the atoms it is bonded to, with distances in Å.
Element x y z (Å)
1 O 0.39420 -1.36776 -0.23856  N5 1.271
2 O -0.21789 1.97604 0.33470  N4 1.200
3 N -0.38857 0.36823 -1.28417  N4 1.182, H7 1.000
4 N -0.37906 0.93989 -0.24923  O2 1.200, N3 1.182
5 N 0.21985 -0.76916 0.86945  O1 1.271, H6 1.019, H8 1.036
6 H -0.50217 -1.17729 1.46226  N5 1.019
7 H -0.21030 0.51227 -2.25736  N3 1.000
8 H 1.08394 -0.48222 1.36291  N5 1.036

The LUMO energy (alpha / beta) comes out at 0.028 / 0.138 eV. Its multiplicity is 1. The value obtained for the HOMO energy (alpha / beta) is -8.57 / -8.38 eV. Its total energy is -316.29786 Ha. For the largest force on an atom, the calculation gives 1.4 eV/A. As for the gap between HOMO and LUMO (alpha / beta): 0.3158 / 0.3130 Eh.

Atomic partial charges in e from the natural (NBO) method, atoms 1 to 5:
1 O -0.4128
2 O -0.3876
3 N -0.3687
4 N 0.3812
5 N -0.3131


(5)
The following is a quantum chemistry calculation of an isolated molecule of H3N3O2 at a distorted geometry, from OMol25.

Each atom is followed by the atoms it is bonded to, with distances in Å.
Element x y z (Å)
1 O 2.86382 0.68967 -0.01619  N3 1.188
2 O 1.85629 -1.26467 -0.04317  N3 1.201
3 N 1.94841 -0.06792 0.00390  O1 1.188, O2 1.201, N5 1.427
4 N -0.51204 -0.19762 -0.08317  N5 1.430, H7 1.109, H8 1.051
5 N 0.67867 0.58037 0.06056  N3 1.427, N4 1.430, H6 1.067
6 H 0.47187 1.60920 -0.13117  N5 1.067
7 H -0.02386 -1.12770 -0.43887  N4 1.109
8 H -0.70294 -0.51194 0.90131  N4 1.051

The LUMO energy comes out at 0.680 eV. Its multiplicity is 1. The value obtained for the HOMO energy is -10.16 eV. Its total energy is -316.38059 Ha. Its SMILES is NN[N+](=O)[O-]. For the largest force on an atom, the calculation gives 4.4 eV/A. As for the gap between HOMO and LUMO: 0.3984 Eh.

Atomic partial charges in e from the natural (NBO) method, atoms 1 to 5:
1 O -0.3668
2 O -0.4073
3 N 0.6481
4 N -0.6305
5 N -0.3781


(6)
The following is a quantum chemistry calculation of an isolated molecule of H3N5 at a distorted geometry, from OMol25.

Each atom is followed by the atoms it is bonded to, with distances in Å.
Element x y z (Å)
1 N 1.12596 0.32199 0.30055  N3 1.264, N4 1.201
2 N -1.86008 -0.55732 0.03163  N5 1.287, H8 1.068
3 N 1.93549 -0.41500 -0.33065  N1 1.264, H6 1.089
4 N 0.07074 0.85427 0.08874  N1 1.201, N5 1.305
5 N -1.13750 0.47571 -0.22605  N2 1.287, N4 1.305, H7 0.949
6 H 2.86711 -0.46833 0.23124  N3 1.089
7 H -1.66552 1.26087 -0.29743  N5 0.949
8 H -1.33621 -1.47218 0.20197  N2 1.068

The LUMO energy (alpha / beta) comes out at -0.020 / -0.074 eV. Its multiplicity is 1. The value obtained for the HOMO energy (alpha / beta) is -8.13 / -8.16 eV. Its total energy is -275.35793 Ha. For the largest force on an atom, the calculation gives 6.4 eV/A. As for the gap between HOMO and LUMO (alpha / beta): 0.2979 / 0.2971 Eh.

Atomic partial charges in e from the natural (NBO) method, atoms 1 to 5:
1 N 0.0429
2 N -0.5046
3 N -0.4295
4 N -0.1098
5 N -0.0525


(7)
The following is a quantum chemistry calculation of a cluster of 2 separate species, H3NO2S in total at a distorted geometry, from OMol25.

Each atom is followed by the atoms it is bonded to, with distances in Å.
Element x y z (Å)
1 S 1.03667 0.68258 0.31915  O3 1.412, N4 1.672, H7 1.398
2 O 2.75340 -1.22786 -0.32832  no bonds
3 O 1.14087 1.92584 -0.34236  S1 1.412
4 N -0.34540 0.01124 -0.33984  S1 1.672, H5 1.064, H6 1.029
5 H -0.93899 -0.84001 -0.10693  N4 1.064
6 H -0.15916 0.27150 -1.31756  N4 1.029
7 H 0.67633 1.09218 1.60684  S1 1.398

The LUMO energy (alpha / beta) comes out at -1.925 / -2.127 eV. Its multiplicity is 1. The value obtained for the HOMO energy (alpha / beta) is -9.42 / -9.40 eV. Its total energy is -604.95870 Ha. For the largest force on an atom, the calculation gives 3.8 eV/A. As for the gap between HOMO and LUMO (alpha / beta): 0.2755 / 0.2674 Eh.

Atomic partial charges in e from the natural (NBO) method, atoms 1 to 5:
1 S 1.4132
2 O -0.2015
3 O -0.9482
4 N -1.1084
5 H 0.4320


(8)
The following is a quantum chemistry calculation of an isolated molecule of H3NO2S at a distorted geometry, from OMol25.

Each atom is followed by the atoms it is bonded to, with distances in Å.
Element x y z (Å)
1 S -1.41162 0.71912 0.26531  O2 1.646, O3 1.717
2 O -2.17515 -0.62984 -0.28705  S1 1.646, H7 0.977
3 O 0.02544 0.66970 -0.67327  S1 1.717, N4 1.394
4 N 1.20350 0.85502 0.04761  O3 1.394, H5 0.997, H6 0.993
5 H 0.86374 1.64404 0.55276  N4 0.997
6 H 1.28723 0.13411 0.72596  N4 0.993
7 H -2.56136 -0.60572 -1.18464  O2 0.977

The LUMO energy comes out at 0.356 eV. Its multiplicity is 1. The value obtained for the HOMO energy is -9.03 eV. Its total energy is -605.10464 Ha. Its SMILES is NOSO. For the largest force on an atom, the calculation gives 2.4 eV/A. As for the gap between HOMO and LUMO: 0.3448 Eh.

Atomic partial charges in e from the natural (NBO) method, atoms 1 to 5:
1 S 0.7218
2 O -0.8560
3 O -0.5480
4 N -0.4625
5 H 0.3214